Entry 1:
C4H11N3 | ωB97M-V/def2-TZVPD

As for the energy above the lowest of the compared OMol25 structures with the same formula, charge and spin: 2.888 eV. As for the structure (SMILES): [H]/N=C/NCCCN. Its max |F| is 3.51 eV/A. For the HOMO energy, the calculation gives -9.110 eV.

Each line ends with the Mulliken charge.
CARTESIAN COORDINATES (ANGSTROEM)
H: -3.2465 -1.5011 1.7258  0.25
N: -2.5859 -1.5028 0.9075  -0.64
C: -2.1766 -0.3670 0.4523  -0.03
N: -0.9678 0.0128 -0.1975  -0.23
C: -0.0908 -0.7004 -1.1626  -0.63
C: 1.2942 -0.0205 -1.1118  -0.53
C: 1.5255 0.9532 0.1020  -0.35
N: 1.7570 0.2428 1.3333  -0.69
H: -2.8959 0.5547 0.7174  0.21
H: -1.2240 0.9095 -0.4367  0.31
H: -0.0683 -1.7421 -0.9018  0.31
H: -0.6071 -0.7614 -2.1954  0.33
H: 1.4745 0.6502 -1.9891  0.25
H: 2.1711 -0.7201 -1.1712  0.34
H: 0.5773 1.5873 0.3843  0.21
H: 2.3471 1.6573 -0.0942  0.40
H: 0.8770 -0.1630 1.5684  0.25
H: 1.8393 0.9106 2.0692  0.24

Cartesian forces (eV/Å) of the 3 atoms listed first:
H 0.42 0.60 -1.83
N 1.57 0.41 0.09
C -1.97 -0.13 2.02

---

Entry 2:
C16H39F3N3O13S2V | ωB97M-V/def2-TZVPD

As for the energy above the lowest of the compared OMol25 structures with the same formula, charge and spin: 0.000 eV. The spin multiplicity is 3. Its max |F| is 3.53 eV/A. For the HOMO energy (alpha / beta), the calculation gives -1.344 / -1.347 eV. Its net charge is -2.

Each line ends with the Löwdin spin population.
CARTESIAN COORDINATES (ANGSTROEM)
V: -0.0544 -1.0651 0.9356  1.91
C: 1.9900 1.6903 0.6836  0.00
O: 1.2250 2.2303 -0.4301  0.00
O: 1.3784 0.5543 1.0640  0.02
C: 3.4986 1.6487 0.2870  0.00
F: 3.7907 0.7143 -0.6438  0.00
F: 3.8845 2.8230 -0.3079  0.00
F: 4.2630 1.4534 1.3468  0.00
C: 1.0555 3.6361 -0.4556  0.00
C: 0.3988 4.0632 -1.7587  0.00
H: -0.5824 3.5988 -1.8686  0.00
H: 0.2153 5.1404 -1.7670  0.00
H: 1.0057 3.8243 -2.6344  0.00
H: 1.9842 4.1915 -0.3289  0.00
H: 0.2376 3.8813 0.2337  0.00
H: 1.8447 2.4874 1.4254  0.00
S: 0.6476 -2.6789 3.8084  0.00
O: 0.1772 -1.7580 2.7318  0.02
O: 1.7803 -3.4413 3.2327  0.01
O: 1.0762 -1.8828 4.9380  0.00
O: -0.4703 -3.5332 4.1901  0.00
S: -1.8921 -3.7869 0.5916  0.00
O: -1.4760 -2.2952 0.6464  0.01
O: -2.8414 -3.8604 -0.5155  0.00
O: -0.6863 -4.5798 0.3471  0.00
O: -2.3694 -4.1781 1.9035  0.00
C: -0.0256 0.6713 -3.0649  0.00
C: -0.8596 0.3285 -1.8569  0.00
C: -2.3225 0.1572 -2.2747  0.00
O: -3.1825 0.1882 -1.1755  0.00
C: -4.5582 0.0196 -1.4020  0.00
N: -0.2249 -0.8835 -1.2461  0.00
H: -0.3174 1.6355 -3.4896  0.00
H: -0.1583 -0.1005 -3.8327  0.00
H: 1.0525 0.7457 -2.9273  0.00
H: -0.7315 1.1115 -1.1117  0.00
H: -2.5030 -0.7156 -2.9136  0.00
H: -2.5598 1.0366 -2.8926  0.00
H: -4.6443 -0.9931 -1.8187  0.00
H: -4.8790 0.7166 -2.1854  0.00
H: -5.1145 0.0191 -0.4687  0.00
H: 0.6901 -1.0508 -1.6649  0.00
H: -0.6487 -1.5992 -1.8448  0.00
C: 3.7883 -3.2027 0.7868  0.00
C: 2.8059 -2.3874 -0.0530  0.00
C: 2.9800 -2.7319 -1.5508  0.00
O: 2.1085 -2.0698 -2.4468  0.00
C: 2.6595 -1.9637 -3.7303  0.00
N: 1.4862 -2.5870 0.5852  0.00
H: 4.7735 -3.2102 0.2992  0.00
H: 3.5035 -4.2262 1.0402  0.00
H: 3.9774 -2.7801 1.7745  0.00
H: 3.1658 -1.3704 0.1240  0.00
H: 2.8884 -3.8181 -1.6797  0.00
H: 4.0577 -2.6198 -1.7172  0.00
H: 2.0222 -1.5389 -4.5037  0.00
H: 3.0459 -2.9068 -4.1356  0.00
H: 3.5608 -1.3419 -3.6518  0.00
H: 1.1444 -3.4775 0.2038  0.00
H: 1.7799 -2.9337 1.5147  0.00
C: -0.9435 1.4108 3.4579  0.00
C: -2.1075 0.8762 2.6326  0.00
C: -3.0706 2.0562 2.2479  0.00
O: -2.2789 3.0224 1.5921  0.00
C: -3.0588 4.0470 1.0018  0.00
N: -1.6698 0.3686 1.2816  0.01
H: -0.3769 2.1924 2.9570  0.00
H: -0.2698 0.5818 3.6962  0.00
H: -1.2292 1.6979 4.4733  0.00
H: -2.7394 0.1806 3.1840  0.00
H: -3.4626 2.5112 3.1670  0.00
H: -3.8849 1.7205 1.5977  0.00
H: -3.8921 3.5853 0.4624  0.00
H: -2.4810 4.6478 0.3015  0.00
H: -3.4969 4.7116 1.7532  0.00
H: -1.3126 1.2630 0.9557  0.00
H: -2.5674 0.1281 0.8934  0.00

Cartesian forces (eV/Å) of the 3 atoms listed first:
V 0.39 -2.24 1.17
C -2.72 -0.62 0.29
O 0.71 0.39 -1.14

---

Entry 3:
C4H6FNO2 | ωB97M-V/def2-TZVPD

As for the energy above the lowest of the compared OMol25 structures with the same formula, charge and spin: 6.364 eV. As for the structure (SMILES): C=CCO/[N+]([O-])=C/F. Its max |F| is 3.83 eV/A. For the HOMO energy, the calculation gives -8.778 eV.

Each line ends with the Mulliken charge.
CARTESIAN COORDINATES (ANGSTROEM)
C: -0.4037 0.8966 0.6359  -0.48
C: -0.4737 -0.4432 0.8226  -0.03
C: -0.0188 -1.2359 -0.3461  -0.49
O: 1.4073 -1.5699 -0.3551  -0.35
N: 2.3456 -0.5385 -0.0031  0.78
O: 3.2695 -0.8334 0.7372  -0.66
C: 2.2318 0.6686 -0.6034  -0.30
F: 2.9932 1.6355 -0.1322  -0.25
H: -0.6847 1.6983 1.4624  0.22
H: -0.2047 1.2419 -0.3830  0.13
H: -0.6706 -0.8170 1.8627  0.31
H: -0.4546 -2.2452 -0.4283  0.34
H: -0.4730 -0.7048 -1.2945  0.25
H: 1.4715 1.0634 -1.2449  0.55

Cartesian forces (eV/Å) of the 3 atoms listed first:
C -1.55 0.45 1.74
C 0.52 2.05 1.19
C -1.22 -0.45 -1.49

---

Entry 4:
C28H37BNO3Zn | ωB97M-V/def2-TZVPD

Its max |F| is 3.18 eV/A. For the HOMO energy, the calculation gives -2.454 eV. Its net charge is -1.

Each line ends with the Mulliken charge.
CARTESIAN COORDINATES (ANGSTROEM)
C: 2.4454 0.0570 1.6321  -0.25
C: 2.6663 -0.5936 0.3663  -1.27
C: 2.1340 0.2133 -0.6708  -0.08
H: 3.1788 -1.5496 0.2182  0.32
C: 1.5821 1.3836 -0.1031  -0.12
C: 1.8405 1.3659 1.3225  -1.02
H: 1.0930 2.1876 -0.6842  0.40
C: -1.0028 -1.6055 1.2375  -1.21
C: -0.0352 -2.4573 0.5334  -1.60
C: -0.3603 -2.4316 -0.8220  -0.57
H: 0.7666 -3.0176 1.0289  0.34
C: -1.5025 -1.5668 -1.0224  0.19
C: -1.8118 -0.9763 0.2021  -0.20
H: 2.2046 0.0188 -1.7682  0.34
H: 1.6792 2.1817 2.0503  0.67
H: 2.8590 -0.2413 2.6129  0.61
H: -2.5915 -0.2333 0.3429  0.68
H: 0.0998 -3.0265 -1.6026  0.34
H: -1.2073 -1.5941 2.3181  1.08
Zn: 0.2837 -0.0264 1.7770  0.74
C: -2.3322 -1.4719 -2.3098  2.44
C: -3.6407 -2.3020 -2.1418  -1.94
C: -1.5233 -1.9556 -3.5239  -2.12
H: -3.4722 -3.3784 -1.9924  0.37
H: -4.2842 -2.2128 -3.0284  0.47
H: -4.2409 -1.9606 -1.2835  0.35
H: -1.2487 -3.0142 -3.4510  0.43
H: -0.6093 -1.3500 -3.6037  0.35
H: -2.1115 -1.8164 -4.4406  0.44
C: -2.7717 0.0074 -2.6073  -1.32
C: -1.7172 1.0963 -2.8846  0.29
H: -3.3270 0.3444 -1.7186  0.34
H: -3.4614 -0.0333 -3.4697  0.53
O: -1.0817 1.6034 -1.9468  -0.51
N: -1.4918 1.6100 -4.1219  -0.06
C: -0.3544 2.5198 -4.4541  -1.44
H: -1.9158 1.1792 -4.9249  0.31
C: 1.0285 1.9049 -4.5022  1.19
C: 2.1186 2.5959 -3.9384  -0.47
H: 1.9468 3.5480 -3.4170  0.26
C: 3.4184 2.0651 -4.0350  -0.44
H: 4.2568 2.6003 -3.5845  0.34
C: 3.6475 0.8606 -4.7242  -0.54
H: 4.6734 0.4889 -4.8656  0.35
C: 2.5591 0.2064 -5.3202  -0.49
H: 2.7321 -0.7145 -5.8825  0.36
C: 1.2572 0.7311 -5.2374  -0.26
H: 0.4140 0.2412 -5.7461  0.22
H: -0.3767 3.3393 -3.7339  0.34
H: -0.5680 2.9429 -5.4527  0.45
C: -1.3866 3.2324 5.0785  -1.97
C: -1.4286 1.9939 4.2284  1.53
C: -0.4212 0.9802 4.8210  -1.74
O: -0.9808 2.3856 2.8959  -1.00
B: -1.5012 1.2855 2.1949  0.70
O: -2.7781 0.9208 2.5501  -0.51
C: -2.8526 1.3654 3.9444  2.02
C: -3.2452 0.1681 4.7921  -1.88
C: -3.9491 2.3977 4.0208  -2.17
H: -0.3722 3.6410 5.0685  0.50
H: -1.6487 2.9839 6.1124  0.33
H: -2.0502 4.0102 4.6982  0.34
H: 0.5906 1.4179 4.8131  0.44
H: -0.6912 0.7584 5.8627  0.39
H: -0.3577 0.0160 4.2770  0.05
H: -3.3633 0.4737 5.8393  0.37
H: -4.2085 -0.2175 4.4353  0.46
H: -2.5259 -0.6597 4.7519  0.28
H: -3.7033 3.2840 3.4329  0.38
H: -4.8697 1.9706 3.6192  0.52
H: -4.1086 2.6634 5.0689  0.36

Cartesian forces (eV/Å) of the 3 atoms listed first:
C 0.34 0.54 -0.47
C 0.00 0.40 -0.26
C 0.56 -0.33 0.21

---

Entry 5:
H10N2Si3 | ωB97M-V/def2-TZVPD

As for the energy above the lowest of the compared OMol25 structures with the same formula, charge and spin: 0.000 eV. As for the structure (SMILES): N[Si](N)([SiH3])[SiH3]. Its max |F| is 3.92 eV/A. For the HOMO energy, the calculation gives -8.222 eV.

Each line ends with the Mulliken charge.
CARTESIAN COORDINATES (ANGSTROEM)
N: 0.3076 1.2168 -1.3688  -0.52
Si: 0.1471 0.3410 0.1621  0.20
N: 0.2055 1.4266 1.4901  -0.44
Si: 2.0124 -0.9830 0.1452  0.27
Si: -2.2673 -0.9289 -0.1194  0.26
H: -0.0162 2.2141 -1.4930  0.23
H: 0.1277 0.6638 -2.1370  0.21
H: 0.4108 1.0927 2.4020  0.20
H: -0.1834 2.3205 1.3689  0.21
H: 2.9673 -0.4123 1.0770  -0.11
H: 2.7793 -1.2908 -1.2704  -0.07
H: 1.8484 -2.1865 0.9868  -0.11
H: -2.2351 -0.9440 -1.7445  -0.10
H: -2.4068 -2.2628 0.4502  -0.13
H: -3.6975 -0.2670 0.0508  -0.09

Cartesian forces (eV/Å) of the 3 atoms listed first:
N -0.06 2.65 2.88
Si -2.07 0.25 -1.12
N 0.56 -1.25 -1.29

---

Entry 6:
C2H9N5 | ωB97M-V/def2-TZVPD

As for the energy above the lowest of the compared OMol25 structures with the same formula, charge and spin: 3.130 eV. As for the structure (SMILES): N#CNN.CNN. Its max |F| is 1.83 eV/A. For the HOMO energy, the calculation gives -9.385 eV.

Each line ends with the Mulliken charge.
CARTESIAN COORDINATES (ANGSTROEM)
N: -2.3705 1.2488 -1.1163  -0.45
C: -2.1136 0.1550 -0.8568  0.36
N: -1.9865 -1.1442 -0.5655  -0.15
N: -1.4990 -1.5406 0.7095  -0.61
H: -1.8240 -1.8114 -1.3084  0.27
H: -0.5925 -1.0807 0.8573  0.37
H: -2.1548 -1.1994 1.4107  0.27
C: 1.1920 1.2521 0.8241  -0.89
N: 0.7470 0.2196 -0.1009  -0.12
N: 1.8142 -0.4009 -0.8138  -0.73
H: 1.7585 2.0535 0.3308  0.33
H: 1.8349 0.7971 1.5802  0.29
H: 0.3364 1.6882 1.3337  0.33
H: 0.0893 0.4596 -0.8774  0.28
H: 2.4348 0.2916 -1.2408  0.24
H: 2.3337 -0.9884 -0.1665  0.22

Cartesian forces (eV/Å) of the 3 atoms listed first:
N 0.29 0.45 0.00
C -0.57 -0.86 -0.18
N 0.07 -0.05 0.30